Version A
# C5H15N3

A 3-piece molecular cluster, C5H15N3 overall (ωB97M-V with the def2-TZVPD basis set, the OMol25 dataset).

Output
HOMO level	-8.262	eV
gap between HOMO and LUMO	8.7	eV

Atoms and positions in Å:
C 0.1989 -1.2429 1.4905
C 0.7789 2.2061 0.3575
C 0.4837 -2.6824 1.2165
N 0.4381 0.9260 -0.2436
N 1.3908 0.3177 -1.0994
H 1.7579 1.0039 -1.7605
H 2.1686 -0.0115 -0.5306
H 1.0758 -0.6865 1.8120
H -0.6218 -0.9954 2.1598
H 0.0164 2.4914 1.0835
H 1.7423 2.1098 0.8680
H 0.8645 2.9951 -0.4010
H -0.4292 -3.2535 1.0392
H 1.0122 -3.1331 2.0683
H 1.1546 -2.7730 0.3569
C -1.3638 0.2227 -1.8771
C -0.9529 0.5005 -0.4259
N -1.8211 1.2187 0.3004
H -2.7636 1.0955 -0.0717
H -0.6452 -0.7749 0.4038
H -0.5833 -0.2000 -2.5107
H -2.2011 -0.4791 -1.8755
H -1.7009 1.1449 -2.3603

***

Version B
# C5H15N3

The molecule C5H15N3 (ωB97M-V with the def2-TZVPD basis set, the OMol25 dataset).

Output
HOMO level	-7.754	eV
gap between HOMO and LUMO	8.9	eV
structure (SMILES)	CCN(C)[C@@H](N)NC

Atoms and positions in Å:
C -1.9589 -1.1867 0.4887
C -0.9755 -0.9776 -0.6407
N -0.4465 0.5350 -0.6245
C -0.5165 1.3531 -1.8339
C 0.5876 0.8268 0.3276
N 0.0782 1.6669 1.3699
N 1.0930 -0.4031 0.8946
C 2.3249 -1.0000 0.3955
H -1.4553 -1.2007 1.4591
H -2.6938 -0.3793 0.5243
H -2.4848 -2.1391 0.3605
H -1.4825 -1.0375 -1.6070
H -0.2391 -1.7825 -0.7011
H 0.4323 1.2936 -2.3841
H -0.7115 2.3972 -1.5667
H -1.3207 1.0087 -2.4895
H 1.4085 1.3743 -0.1551
H -0.9034 1.9213 1.3807
H 0.6399 1.8858 2.1861
H 0.7378 -0.6946 1.7977
H 2.3749 -2.0379 0.7327
H 2.3229 -0.9720 -0.6971
H 3.1885 -0.4519 0.7824

***

Version C
# C5H15N3

C5H15N3 as an isolated structure (ωB97M-V with the def2-TZVPD basis set, the OMol25 dataset).

Output
HOMO level	-8.372	eV
gap between HOMO and LUMO	8.9	eV

Atoms and positions in Å:
C -0.0489 -1.9805 0.8429
C -1.1036 -1.1034 1.5468
C -1.5759 0.1295 0.7290
C -0.6315 1.2835 1.0926
N 0.6513 1.1988 1.2534
C 2.1258 1.7815 -1.2127
N 2.5410 2.0729 -2.3750
N -0.5145 -2.6653 -0.3485
H 0.7980 -1.3577 0.5562
H 0.3466 -2.7209 1.5384
H -1.8968 -1.8139 1.7886
H -0.7025 -0.8221 2.5239
H -2.6051 0.2491 1.0610
H -1.5153 -0.1439 -0.3245
H -1.2652 2.1827 1.2519
H 0.3067 1.3820 0.1663
H 0.2166 0.6906 -2.4107
H 2.1627 0.7609 -0.8234
H 1.9369 2.5442 -0.4467
H 3.1582 2.8853 -2.3616
H -0.3591 0.9737 -2.7894
H -1.1295 -3.4488 -0.1844
H -0.8959 -2.0783 -1.0737

***

Question: of the structures shown, which is the most stable? Reply: version B.